{
  "formula": "C4H7NO2",
  "method": "ωB97M-V with the def2-TZVPD basis set",
  "symbols": ["N", "C", "O", "C", "C", "C", "O", "H", "H", "H", "H", "H", "H", "H"],
  "coordinates": [[1.79, 0.69, 1.63], [0.53, 0.53, 1.13], [-0.37, 1.31, 1.37], [0.35, -0.73, 0.27], [-0.97, -0.79, -0.46], [-1.46, 0.33, -1.24], [-0.92, -0.81, -1.88], [1.98, 1.55, 2.13], [2.56, 0.13, 1.33], [0.47, -1.60, 0.93], [1.16, -0.78, -0.47], [-1.70, -1.49, -0.04], [-0.86, 1.24, -1.30], [-2.53, 0.47, -1.37]],
  "homo_ev": -10.06,
  "e_lumo_ev": 0.834,
  "charge": 0,
  "gap_ev": 10.9,
  "e_above_lowest_kj_mol": 139.2,
  "smiles": "NC(=O)C[C@H]1CO1"
}



{
  "formula": "C3H8S2",
  "method": "ωB97M-V with the def2-TZVPD basis set",
  "symbols": ["C", "C", "S", "S", "C", "H", "H", "H", "H", "H", "H", "H", "H"],
  "coordinates": [[-1.90, -0.42, 0.92], [-0.57, -0.16, 0.15], [-0.89, -0.29, -1.59], [2.17, 0.90, 0.90], [2.04, 0.31, -0.83], [-2.55, 0.40, 0.58], [-1.86, -0.30, 2.00], [-2.35, -1.32, 0.51], [-0.29, 0.90, 0.32], [0.24, -0.76, 0.58], [1.84, -0.75, -0.84], [1.22, 0.95, -1.21], [2.88, 0.53, -1.49]],
  "homo_ev": -8.54,
  "e_lumo_ev": -3.654,
  "charge": 0,
  "gap_ev": 4.9,
  "e_above_lowest_kj_mol": 446.6
}



{
  "formula": "C5H16NS",
  "method": "ωB97M-V with the def2-TZVPD basis set",
  "symbols": ["C", "S", "C", "H", "H", "H", "H", "H", "H", "C", "C", "N", "C", "H", "H", "H", "H", "H", "H", "H", "H", "H", "H"],
  "coordinates": [[0.07, 1.47, 1.77], [1.02, 1.50, 0.21], [0.58, 3.14, -0.41], [-1.02, 1.39, 1.63], [0.34, 2.38, 2.32], [0.42, 0.65, 2.45], [1.38, 3.41, -1.13], [-0.41, 3.16, -0.96], [0.48, 3.87, 0.43], [-1.89, -1.30, 0.41], [-0.44, -1.70, 0.27], [0.11, -1.21, -1.01], [1.45, -1.66, -1.38], [-2.44, -1.77, -0.44], [-2.34, -1.87, 1.27], [-2.07, -0.26, 0.47], [0.16, -1.38, 1.11], [-0.41, -2.80, 0.25], [0.05, -0.13, -0.97], [-0.53, -1.45, -1.79], [2.25, -1.43, -0.65], [1.75, -1.22, -2.34], [1.47, -2.77, -1.49]],
  "homo_ev": -12.67,
  "e_lumo_ev": -2.813,
  "charge": 1,
  "gap_ev": 9.9,
  "e_above_lowest_kj_mol": 61.6
}



{
  "formula": "C48H132N12O12",
  "method": "ωB97M-V with the def2-TZVPD basis set",
  "symbols": ["C", "C", "C", "O", "C", "N", "H", "H", "H", "H", "H", "H", "H", "H", "H", "H", "H", "C", "C", "C", "O", "C", "N", "H", "H", "H", "H", "H", "H", "H", "H", "H", "H", "H", "C", "C", "C", "O", "C", "N", "H", "H", "H", "H", "H", "H", "H", "H", "H", "H", "H", "C", "C", "C", "O", "C", "N", "H", "H", "H", "H", "H", "H", "H", "H", "H", "H", "H", "C", "C", "C", "O", "C", "N", "H", "H", "H", "H", "H", "H", "H", "H", "H", "H", "H", "C", "C", "C", "O", "C", "N", "H", "H", "H", "H", "H", "H", "H", "H", "H", "H", "H", "C", "C", "C", "O", "C", "N", "H", "H", "H", "H", "H", "H", "H", "H", "H", "H", "H", "C", "C", "C", "O", "C", "N", "H", "H", "H", "H", "H", "H", "H", "H", "H", "H", "H", "C", "C", "C", "O", "C", "N", "H", "H", "H", "H", "H", "H", "H", "H", "H", "H", "H", "C", "C", "C", "O", "C", "N", "H", "H", "H", "H", "H", "H", "H", "H", "H", "H", "H", "C", "C", "C", "O", "C", "N", "H", "H", "H", "H", "H", "H", "H", "H", "H", "H", "H", "C", "C", "C", "O", "C", "N", "H", "H", "H", "H", "H", "H", "H", "H", "H", "H", "H"],
  "coordinates": [[-7.65, 0.41, -0.97], [-6.50, 1.32, -0.57], [-6.13, 2.27, -1.70], [-5.03, 3.09, -1.27], [-4.64, 4.20, -2.06], [-6.83, 2.08, 0.60], [-8.56, 0.95, -1.21], [-8.02, -0.26, -0.19], [-7.45, -0.19, -1.85], [-5.63, 0.73, -0.29], [-6.99, 2.87, -2.01], [-5.87, 1.75, -2.62], [-4.29, 3.77, -3.00], [-3.86, 4.74, -1.52], [-5.44, 4.93, -2.20], [-6.24, 2.88, 0.43], [-7.76, 2.46, 0.52], [2.46, -3.77, 2.97], [2.41, -5.17, 3.49], [3.18, -5.42, 4.86], [4.61, -5.13, 4.82], [5.35, -5.76, 5.80], [1.02, -5.66, 3.46], [3.46, -3.43, 2.70], [2.05, -3.02, 3.64], [1.97, -3.67, 2.00], [2.91, -5.77, 2.73], [2.98, -6.49, 4.97], [2.66, -4.93, 5.67], [5.26, -6.85, 5.72], [5.21, -5.43, 6.82], [6.41, -5.53, 5.80], [0.73, -5.05, 2.71], [1.01, -6.59, 3.08], [1.40, 2.96, -6.40], [2.21, 2.72, -5.12], [2.51, 1.23, -4.79], [1.26, 0.65, -4.33], [1.34, -0.66, -3.91], [3.53, 3.39, -5.25], [0.49, 2.35, -6.32], [1.94, 2.72, -7.31], [1.07, 3.99, -6.49], [1.70, 3.18, -4.27], [3.21, 1.26, -3.96], [2.97, 0.58, -5.53], [0.33, -1.05, -3.83], [1.88, -0.72, -2.97], [1.78, -1.33, -4.66], [3.93, 3.65, -4.36], [3.22, 4.30, -5.57], [2.71, -1.35, 9.10], [1.67, -1.11, 8.06], [2.26, -1.31, 6.63], [1.28, -1.10, 5.62], [1.17, 0.29, 5.30], [0.59, -2.07, 8.24], [3.50, -0.61, 9.09], [3.18, -2.33, 9.03], [2.33, -1.36, 10.12], [1.20, -0.16, 8.32], [2.54, -2.36, 6.56], [3.23, -0.83, 6.55], [1.08, 0.88, 6.22], [0.25, 0.38, 4.74], [1.94, 0.70, 4.64], [1.00, -2.99, 8.17], [-0.01, -1.99, 7.44], [3.95, -2.84, -1.43], [4.54, -3.27, -0.08], [5.62, -4.35, -0.23], [5.19, -5.59, -0.73], [4.41, -6.30, 0.18], [5.14, -2.06, 0.48], [3.40, -3.73, -1.73], [4.63, -2.65, -2.26], [3.21, -2.05, -1.32], [3.76, -3.61, 0.60], [6.28, -4.55, 0.62], [6.33, -3.99, -0.97], [3.43, -5.82, 0.28], [4.82, -6.34, 1.19], [4.17, -7.30, -0.20], [4.45, -1.32, 0.46], [5.31, -2.24, 1.46], [-0.23, 4.81, 4.48], [-0.87, 4.45, 3.11], [-1.76, 3.13, 3.17], [-2.31, 2.98, 1.84], [-3.12, 1.82, 1.74], [-1.66, 5.62, 2.65], [0.27, 3.92, 4.85], [-1.00, 5.04, 5.22], [0.59, 5.53, 4.41], [-0.07, 4.27, 2.39], [-2.56, 3.17, 3.90], [-1.09, 2.28, 3.34], [-2.64, 0.90, 2.09], [-3.43, 1.54, 0.74], [-4.03, 1.87, 2.34], [-2.04, 5.16, 1.84], [-2.50, 5.72, 3.21], [-3.09, -2.60, -2.40], [-3.57, -1.27, -3.08], [-4.83, -1.31, -4.06], [-4.63, -2.20, -5.09], [-5.55, -2.11, -6.14], [-3.78, -0.26, -2.01], [-2.88, -3.34, -3.17], [-3.83, -2.99, -1.69], [-2.19, -2.43, -1.80], [-2.63, -1.00, -3.56], [-5.06, -0.30, -4.41], [-5.75, -1.66, -3.58], [-5.35, -1.19, -6.69], [-6.58, -2.21, -5.81], [-5.42, -2.90, -6.88], [-2.91, 0.04, -1.59], [-4.26, 0.55, -2.37], [0.29, -4.73, -1.82], [0.04, -5.59, -0.52], [-1.04, -4.97, 0.38], [-0.57, -3.64, 0.78], [-1.57, -3.08, 1.68], [-0.31, -6.92, -0.97], [0.52, -3.70, -1.52], [-0.64, -4.66, -2.38], [1.08, -5.25, -2.37], [0.98, -5.61, 0.02], [-1.07, -5.56, 1.30], [-2.07, -4.92, 0.01], [-1.14, -2.15, 2.04], [-1.66, -3.72, 2.56], [-2.54, -2.84, 1.25], [0.38, -7.42, -1.52], [-0.90, -6.66, -1.74], [0.53, 6.48, -4.62], [-0.78, 7.10, -4.04], [-0.79, 7.08, -2.51], [-0.69, 5.72, -2.03], [-1.08, 5.59, -0.64], [-1.02, 8.44, -4.58], [0.52, 6.34, -5.70], [0.56, 5.43, -4.35], [1.47, 6.95, -4.31], [-1.63, 6.53, -4.39], [-1.74, 7.49, -2.16], [0.03, 7.66, -2.09], [-2.13, 5.74, -0.39], [-0.52, 6.33, -0.07], [-0.82, 4.63, -0.20], [-0.21, 9.01, -4.40], [-1.83, 8.96, -4.24], [4.85, -0.72, 3.62], [6.07, -1.64, 3.85], [6.26, -1.91, 5.36], [6.62, -0.72, 6.00], [6.66, -0.81, 7.40], [5.91, -2.93, 3.16], [3.93, -1.11, 4.07], [4.66, -0.61, 2.55], [5.11, 0.22, 4.11], [6.96, -1.21, 3.40], [7.01, -2.68, 5.52], [5.24, -2.17, 5.65], [7.24, -1.69, 7.70], [5.63, -0.79, 7.76], [7.21, 0.03, 7.81], [5.49, -3.58, 3.81], [6.85, -3.24, 2.98], [-2.75, 1.35, -5.76], [-4.04, 2.16, -5.70], [-3.97, 3.69, -5.75], [-5.21, 4.32, -5.45], [-5.13, 5.75, -5.34], [-4.86, 1.68, -6.78], [-2.20, 1.43, -6.70], [-3.04, 0.32, -5.56], [-2.06, 1.61, -4.94], [-4.53, 1.87, -4.77], [-3.63, 4.06, -6.72], [-3.32, 4.05, -4.95], [-4.62, 6.16, -6.20], [-4.58, 5.99, -4.44], [-6.13, 6.17, -5.28], [-5.69, 2.25, -6.85], [-4.46, 1.69, -7.70], [1.52, -0.27, 1.22], [0.26, -0.26, 0.29], [0.02, 1.02, -0.59], [-1.19, 0.91, -1.31], [-1.60, 2.14, -1.87], [0.39, -1.46, -0.53], [1.34, 0.40, 2.06], [2.42, 0.06, 0.71], [1.81, -1.19, 1.72], [-0.64, -0.42, 0.89], [0.86, 1.22, -1.26], [-0.26, 1.75, 0.17], [-1.90, 2.78, -1.04], [-2.49, 2.03, -2.48], [-0.83, 2.58, -2.51], [0.11, -2.28, 0.00], [-0.33, -1.32, -1.22]],
  "homo_ev": -8.58,
  "e_lumo_ev": 0.590,
  "charge": 0,
  "gap_ev": 9.2,
  "e_above_lowest_kj_mol": 435.5,
  "smiles": "COC[C@H](C)N.COC[C@H](C)N.COC[C@H](C)N.COC[C@H](C)N.COC[C@H](C)N.COC[C@H](C)N.COC[C@H](C)N.COC[C@H](C)N.COC[C@H](C)N.COC[C@H](C)N.COC[C@H](C)N.COC[C@H](C)N"
}



{
  "formula": "C8H6I3NO",
  "method": "ωB97M-V with the def2-TZVPD basis set",
  "symbols": ["C", "C", "C", "C", "C", "C", "C", "C", "N", "O", "I", "I", "I", "H", "H", "H", "H", "H", "H"],
  "coordinates": [[1.43, -0.19, 2.41], [0.97, 1.05, 2.01], [1.06, -1.35, 1.72], [-0.34, -0.03, 0.32], [0.14, 1.12, 0.90], [0.16, -1.24, 0.72], [-1.26, 0.19, -1.95], [0.08, 0.19, -2.60], [-1.36, -0.04, -0.65], [-2.30, 0.30, -2.55], [-0.60, 2.96, 0.04], [-0.70, -3.04, 0.14], [-3.23, -0.13, 0.21], [2.00, -0.18, 3.35], [1.45, 2.03, 2.36], [1.29, -2.29, 2.23], [1.05, -0.21, -2.20], [0.18, 1.25, -2.80], [-0.02, -0.38, -3.66]],
  "homo_ev": -9.06,
  "e_lumo_ev": -0.530,
  "charge": 0,
  "gap_ev": 8.5,
  "e_above_lowest_kj_mol": 0.0
}



Repeat the second record exactly.
{
  "formula": "C3H8S2",
  "method": "ωB97M-V with the def2-TZVPD basis set",
  "symbols": ["C", "C", "S", "S", "C", "H", "H", "H", "H", "H", "H", "H", "H"],
  "coordinates": [[-1.90, -0.42, 0.92], [-0.57, -0.16, 0.15], [-0.89, -0.29, -1.59], [2.17, 0.90, 0.90], [2.04, 0.31, -0.83], [-2.55, 0.40, 0.58], [-1.86, -0.30, 2.00], [-2.35, -1.32, 0.51], [-0.29, 0.90, 0.32], [0.24, -0.76, 0.58], [1.84, -0.75, -0.84], [1.22, 0.95, -1.21], [2.88, 0.53, -1.49]],
  "homo_ev": -8.54,
  "e_lumo_ev": -3.654,
  "charge": 0,
  "gap_ev": 4.9,
  "e_above_lowest_kj_mol": 446.6
}